# C48H123N9O15

9 unconnected molecules or ions with the total composition C48H123N9O15 (ωB97M-V/def2-TZVPD, the Open Molecules 2025 dataset).

```
195
Properties=species:S:1:pos:R:3:lowdin_charge:R:1
C 2.91 0.35 -3.09 -0.080
O 3.69 -0.85 -3.02 -0.202
C 4.84 -0.64 -2.21 -0.222
C 5.41 -2.03 -1.90 -0.178
N 4.74 -2.71 -0.77 -0.062
C 3.30 -2.86 -0.88 -0.205
C 2.81 -3.89 0.16 -0.215
O 3.35 -5.15 -0.22 -0.195
C 2.69 -6.22 0.39 -0.128
H 3.03 0.98 -2.21 0.071
H 1.89 0.09 -3.33 0.067
H 3.42 0.91 -3.88 0.078
H 4.67 -0.14 -1.25 0.107
H 5.56 0.02 -2.70 0.124
H 6.47 -1.99 -1.65 0.111
H 5.43 -2.72 -2.75 0.118
H 5.10 -3.65 -0.68 0.105
H 2.94 -3.05 -1.89 0.102
H 2.84 -1.93 -0.52 0.092
H 1.72 -3.89 0.24 0.114
H 3.19 -3.60 1.14 0.115
H 2.88 -6.26 1.47 0.090
H 2.92 -7.20 -0.02 0.091
H 1.62 -6.04 0.28 0.077
C 2.20 3.11 -5.64 -0.130
O 2.50 4.40 -6.13 -0.180
C 3.60 5.03 -5.46 -0.187
C 3.28 5.76 -4.13 -0.201
N 3.11 4.86 -3.01 -0.068
C 2.89 5.56 -1.74 -0.192
C 2.86 4.57 -0.57 -0.204
O 4.19 4.12 -0.37 -0.196
C 4.35 3.14 0.62 -0.107
H 1.31 2.69 -6.12 0.079
H 1.94 3.13 -4.58 0.065
H 2.94 2.35 -5.92 0.084
H 4.03 5.75 -6.17 0.116
H 4.40 4.29 -5.35 0.118
H 2.37 6.37 -4.17 0.107
H 4.09 6.46 -3.91 0.114
H 3.92 4.26 -2.96 0.110
H 1.89 5.96 -1.89 0.091
H 3.53 6.43 -1.55 0.122
H 2.12 3.77 -0.70 0.101
H 2.57 5.06 0.36 0.124
H 5.41 2.93 0.76 0.092
H 3.81 2.23 0.35 0.072
H 3.94 3.52 1.56 0.089
C -3.25 0.83 -7.16 -0.118
O -2.27 1.62 -6.54 -0.183
C -2.44 1.82 -5.15 -0.220
C -1.44 2.87 -4.71 -0.202
N -1.78 3.40 -3.40 -0.052
C -0.68 4.26 -2.89 -0.188
C -0.46 5.63 -3.58 -0.204
O -1.70 6.35 -3.62 -0.192
C -1.51 7.72 -3.96 -0.105
H -4.26 1.25 -7.10 0.084
H -3.34 -0.14 -6.66 0.084
H -3.02 0.74 -8.22 0.089
H -2.32 0.93 -4.53 0.113
H -3.48 2.13 -5.02 0.117
H -1.38 3.66 -5.47 0.126
H -0.45 2.42 -4.63 0.104
H -2.68 3.86 -3.43 0.108
H 0.28 3.78 -2.72 0.094
H -0.98 4.51 -1.86 0.117
H -0.07 5.49 -4.59 0.117
H 0.24 6.21 -2.97 0.088
H -2.41 8.28 -3.73 0.084
H -1.38 7.79 -5.04 0.086
H -0.66 8.20 -3.47 0.083
C -4.36 1.63 -2.00 -0.096
O -5.42 1.21 -1.16 -0.200
C -5.46 1.88 0.08 -0.218
C -6.77 1.52 0.80 -0.191
N -7.00 0.07 1.01 -0.034
C -8.15 -0.06 1.90 -0.233
C -7.74 -0.03 3.35 -0.218
O -8.86 0.02 4.25 -0.179
C -9.66 -1.15 4.27 -0.122
H -3.39 1.37 -1.57 0.062
H -4.50 2.70 -2.17 0.086
H -4.42 1.12 -2.97 0.080
H -5.50 2.96 -0.08 0.124
H -4.58 1.54 0.63 0.108
H -7.60 1.96 0.24 0.118
H -6.83 2.02 1.76 0.109
H -7.24 -0.31 0.10 0.108
H -8.62 -1.04 1.73 0.114
H -8.95 0.67 1.71 0.124
H -7.11 0.82 3.63 0.118
H -7.11 -0.89 3.58 0.103
H -9.06 -2.03 4.51 0.085
H -10.16 -1.44 3.34 0.078
H -10.37 -1.10 5.09 0.087
C -2.44 -2.16 -1.53 -0.060
O -1.61 -1.19 -2.19 -0.264
C -0.86 -1.64 -3.32 -0.192
C 0.23 -2.63 -2.92 -0.195
N -0.20 -4.02 -3.08 -0.054
C 0.83 -5.01 -2.88 -0.198
C 0.32 -6.47 -2.87 -0.221
O -0.70 -6.67 -3.82 -0.203
C -1.41 -7.89 -3.69 -0.103
H -3.01 -1.76 -0.70 0.068
H -1.80 -3.00 -1.28 0.078
H -3.17 -2.49 -2.28 0.091
H -0.42 -0.73 -3.72 0.104
H -1.53 -2.09 -4.05 0.123
H 0.50 -2.42 -1.88 0.108
H 1.16 -2.45 -3.47 0.112
H -0.60 -4.20 -3.99 0.112
H 1.45 -4.92 -1.98 0.094
H 1.48 -4.95 -3.76 0.124
H -0.14 -6.65 -1.89 0.113
H 1.16 -7.14 -3.02 0.124
H -0.74 -8.74 -3.82 0.086
H -2.17 -8.03 -4.46 0.084
H -1.92 -7.84 -2.73 0.088
C -1.62 -4.52 6.80 -0.119
O -1.40 -3.20 7.21 -0.175
C -0.08 -2.76 6.90 -0.217
C 0.24 -2.74 5.42 -0.221
N -0.77 -1.93 4.73 -0.036
C -0.88 -2.42 3.36 -0.196
C -1.89 -1.66 2.48 -0.211
O -3.13 -2.01 3.04 -0.185
C -4.18 -1.21 2.53 -0.088
H -0.82 -5.18 7.14 0.092
H -1.61 -4.61 5.71 0.075
H -2.57 -4.96 7.10 0.091
H 0.69 -3.34 7.43 0.121
H 0.06 -1.78 7.35 0.126
H 0.26 -3.74 4.99 0.103
H 1.23 -2.30 5.30 0.119
H -1.66 -2.19 5.14 0.104
H -1.10 -3.49 3.30 0.118
H 0.08 -2.22 2.86 0.099
H -1.90 -1.85 1.40 0.107
H -1.69 -0.59 2.59 0.093
H -4.33 -1.52 1.49 0.082
H -3.99 -0.13 2.60 0.068
H -5.11 -1.42 3.07 0.067
C -1.35 1.54 0.37 -0.047
C 0.05 1.46 -0.25 -0.379
C 0.80 0.21 0.21 -0.156
O 1.01 0.22 1.64 -0.222
C 2.14 -0.54 2.06 -0.105
N -0.16 1.30 -1.70 0.077
H -1.29 1.89 1.41 0.057
H -1.94 0.64 0.25 0.074
H -1.87 2.34 -0.17 0.073
H 0.56 2.39 -0.04 0.119
H 1.77 0.21 -0.28 0.099
H 0.34 -0.72 -0.12 0.120
H 2.12 -0.66 3.15 0.076
H 3.10 -0.07 1.86 0.074
H 2.03 -1.53 1.62 0.070
H -0.65 2.07 -2.13 0.020
H -0.80 0.52 -1.87 0.037
C 0.25 3.29 3.52 -0.053
C -0.38 2.31 4.50 -0.426
C -1.84 2.02 4.26 -0.203
O -2.65 3.22 4.35 -0.160
C -4.00 2.85 4.14 -0.122
N 0.41 1.09 4.43 0.055
H 1.21 3.68 3.87 0.074
H -0.37 4.16 3.31 0.077
H 0.53 2.85 2.56 0.053
H -0.19 2.66 5.52 0.139
H -2.09 1.29 5.03 0.129
H -2.00 1.47 3.33 0.086
H -4.48 2.57 5.08 0.090
H -4.13 2.08 3.37 0.060
H -4.60 3.69 3.79 0.084
H 0.45 0.77 3.46 0.027
H -0.05 0.31 4.89 0.042
C 5.14 -1.20 3.62 -0.054
C 6.49 -1.20 2.89 -0.422
C 7.37 -2.37 3.19 -0.239
O 7.76 -2.29 4.54 -0.179
C 8.44 -3.46 4.98 -0.099
N 6.28 -1.13 1.42 0.041
H 5.36 -1.42 4.67 0.077
H 4.54 -1.94 3.09 0.069
H 4.58 -0.26 3.61 0.066
H 7.03 -0.29 3.16 0.137
H 8.25 -2.29 2.54 0.130
H 6.89 -3.33 2.94 0.127
H 8.11 -4.40 4.53 0.083
H 8.27 -3.63 6.05 0.083
H 9.51 -3.30 4.82 0.087
H 5.94 -2.04 1.12 0.036
H 5.55 -0.49 1.14 0.045
```

For the energy above the lowest of the compared OMol25 structures with the same formula, charge and spin, the calculation gives 30.8 kcal per mole. As for the SMILES: COC[C@H](C)N.COC[C@H](C)N.COC[C@H](C)N.COCCNCCOC.COCCNCCOC.COCCNCCOC.COCCNCCOC.COCCNCCOC.COCCNCCOC. The calculated total energy is -95883.5637 eV. The total charge is 0. For the largest force on an atom, the calculation gives 2.374 eV/A. The value obtained for the HOMO-LUMO gap is 9.187 eV. Its HOMO energy is -8.7 eV.

***

# C48H124AsBF6N6O6

A molecular structure, C48H124AsBF6N6O6 (ωB97M-V/def2-TZVPD, the Open Molecules 2025 dataset).

```
192
Properties=species:S:1:pos:R:3:lowdin_charge:R:1
B 4.02 8.28 27.36 -0.025
H 16.74 3.28 20.01 -0.002
H 0.05 -2.06 27.78 -0.158
H -0.70 10.61 28.92 -0.037
H -0.26 10.19 31.24 -0.055
C -6.61 12.42 28.27 -0.067
C -6.83 11.58 29.52 -0.156
N -5.58 10.77 29.87 -0.251
C -4.34 11.67 29.73 0.030
C -5.73 10.18 31.34 -0.112
C -5.80 11.16 32.59 -0.049
C -5.51 9.58 28.93 -0.106
C -4.23 8.79 28.86 -0.172
O -3.91 8.08 30.11 -0.214
C -4.73 6.93 30.40 -0.087
H -6.54 11.84 27.36 0.077
H -5.66 12.99 28.27 0.082
H -7.46 13.11 28.14 0.104
H -7.63 10.79 29.45 0.155
H -7.01 12.22 30.40 0.129
H -4.64 12.63 30.17 0.113
H -4.22 11.67 28.64 0.104
H -3.56 11.20 30.27 0.076
H -4.84 9.54 31.55 0.125
H -6.69 9.63 31.36 0.130
H -6.78 11.64 32.67 0.073
H -5.07 11.96 32.49 0.077
H -5.80 10.57 33.50 0.085
H -5.71 9.90 27.91 0.136
H -6.26 8.86 29.29 0.134
H -3.38 9.44 28.67 0.087
H -4.23 8.19 27.95 0.112
H -4.94 6.28 29.57 0.086
H -5.66 7.13 30.92 0.069
H -4.18 6.31 31.13 0.095
C 6.00 3.83 16.82 -0.038
C 5.92 3.75 18.38 -0.123
N 6.19 2.32 18.90 -0.279
C 5.41 1.28 18.23 -0.004
C 7.67 2.00 18.73 -0.144
C 8.15 0.62 19.27 -0.033
C 5.75 2.17 20.38 -0.064
C 6.30 3.23 21.34 -0.216
O 5.44 4.33 21.36 -0.219
C 5.92 5.41 22.14 -0.079
H 6.08 4.89 16.57 0.097
H 5.01 3.48 16.50 0.082
H 6.71 3.17 16.32 0.078
H 4.91 4.00 18.69 0.130
H 6.70 4.36 18.83 0.123
H 5.41 0.39 18.82 0.105
H 5.85 1.13 17.26 0.114
H 4.36 1.61 18.23 0.128
H 8.24 2.82 19.13 0.123
H 7.87 2.07 17.67 0.115
H 7.84 -0.30 18.79 0.085
H 7.79 0.49 20.34 0.090
H 9.24 0.62 19.30 0.096
H 6.07 1.19 20.72 0.112
H 4.64 2.26 20.40 0.160
H 7.32 3.64 21.12 0.140
H 6.27 2.80 22.34 0.135
H 5.19 6.18 22.17 0.073
H 6.82 5.88 21.71 0.101
H 5.99 5.02 23.19 0.111
C -1.89 0.21 26.50 -0.107
C -2.44 -0.20 25.12 -0.140
N -3.67 0.61 24.77 -0.259
C -4.82 0.00 25.48 0.003
C -3.44 2.07 25.06 -0.158
C -4.71 2.89 25.10 -0.041
C -4.00 0.47 23.25 -0.057
C -2.89 0.72 22.22 -0.198
O -2.31 2.00 22.35 -0.228
C -3.02 2.99 21.54 -0.055
H -2.74 0.28 27.24 0.092
H -1.32 1.15 26.50 0.088
H -1.18 -0.47 26.92 -0.074
H -2.59 -1.24 24.99 0.125
H -1.67 0.11 24.39 0.123
H -4.86 -1.09 25.28 0.130
H -5.75 0.52 25.29 0.103
H -4.67 0.04 26.58 0.114
H -2.73 2.46 24.36 0.120
H -2.99 2.06 26.03 0.093
H -4.58 3.93 24.78 0.086
H -5.05 2.94 26.13 0.090
H -5.52 2.50 24.50 0.069
H -4.91 1.02 23.14 0.117
H -4.27 -0.60 23.19 0.144
H -3.22 0.53 21.19 0.137
H -1.99 0.04 22.44 0.144
H -4.09 3.07 21.74 0.092
H -2.85 2.75 20.46 0.102
H -2.57 3.95 21.80 0.082
C 1.51 10.83 18.52 -0.044
C 1.34 10.62 20.09 -0.143
N 0.14 9.80 20.45 -0.252
C -1.13 10.60 20.31 0.032
C 0.11 8.58 19.50 -0.173
C -1.00 7.57 19.79 -0.055
C 0.33 9.16 21.89 -0.060
C 0.87 10.05 22.96 -0.247
O 0.11 11.18 23.18 -0.181
C -1.09 11.09 23.98 -0.051
H 0.60 11.17 18.04 0.075
H 1.87 9.99 17.92 0.077
H 2.24 11.64 18.40 0.090
H 1.18 11.63 20.55 0.143
H 2.15 10.17 20.63 0.112
H -1.31 10.88 19.27 0.112
H -1.01 11.53 20.89 0.115
H -1.97 10.04 20.64 0.095
H 1.12 8.11 19.56 0.137
H -0.03 8.98 18.48 0.121
H -2.00 7.99 19.52 0.099
H -1.06 7.27 20.83 0.063
H -0.83 6.69 19.14 0.101
H 1.07 8.37 21.70 0.141
H -0.63 8.70 22.11 0.103
H 1.89 10.41 22.77 0.130
H 0.93 9.40 23.84 0.140
H -1.36 12.10 24.27 0.092
H -0.88 10.56 24.92 0.082
H -1.93 10.57 23.54 0.070
C 7.48 11.36 26.75 -0.053
C 6.51 11.18 27.86 -0.212
N 5.59 12.32 28.16 -0.279
C 4.56 12.20 27.14 -0.030
C 4.95 12.13 29.52 -0.159
C 4.47 10.78 29.85 -0.087
C 6.19 13.71 28.01 -0.062
C 7.20 14.04 29.14 -0.187
O 7.82 12.85 29.58 -0.240
C 8.94 13.08 30.48 -0.026
H 8.40 11.88 27.11 0.104
H 7.09 11.87 25.87 0.077
H 7.80 10.38 26.38 0.093
H 7.01 10.98 28.80 0.128
H 5.82 10.35 27.60 0.059
H 5.08 12.21 26.14 0.129
H 3.89 13.03 27.31 0.114
H 4.08 11.23 27.22 0.046
H 4.06 12.81 29.57 0.156
H 5.67 12.48 30.27 0.129
H 3.63 10.37 29.29 0.054
H 4.21 10.84 30.93 0.114
H 5.17 10.01 29.65 0.048
H 5.41 14.47 27.97 0.144
H 6.75 13.78 27.04 0.143
H 6.62 14.41 30.01 0.140
H 7.86 14.77 28.65 0.141
H 9.62 12.27 30.38 0.082
H 8.67 13.21 31.54 0.109
H 9.53 13.88 30.10 0.080
C 0.80 3.25 32.86 -0.063
C 1.44 4.60 32.70 -0.154
N 2.78 4.50 31.93 -0.254
C 3.51 3.32 32.42 0.002
C 2.58 4.51 30.41 -0.145
C 1.76 5.59 29.76 -0.058
C 3.51 5.78 32.40 -0.082
C 4.72 6.25 31.60 -0.191
O 5.59 5.10 31.50 -0.227
C 7.02 5.54 31.45 -0.024
H 0.40 2.80 31.94 0.102
H -0.07 3.35 33.56 0.111
H 1.42 2.62 33.44 0.065
H 1.70 5.06 33.68 0.146
H 0.89 5.35 32.17 0.109
H 3.04 2.50 31.88 0.113
H 3.47 3.23 33.50 0.123
H 4.53 3.40 32.13 0.090
H 2.24 3.50 30.09 0.142
H 3.59 4.56 30.02 0.117
H 0.74 5.33 29.57 0.077
H 2.22 6.11 28.92 0.041
H 1.62 6.40 30.50 0.075
H 3.88 5.47 33.39 0.152
H 2.75 6.49 32.43 0.101
H 5.13 7.15 32.13 0.151
H 4.39 6.52 30.60 0.097
H 7.15 6.37 30.76 0.080
H 7.59 4.67 31.04 0.107
H 7.40 5.81 32.41 0.079
As -2.72 7.31 25.06 0.664
F -2.80 8.81 25.98 -0.277
F -2.40 8.17 23.59 -0.264
F -2.54 5.85 24.20 -0.247
F -3.02 6.38 26.51 -0.266
F -4.34 7.37 24.71 -0.199
F -0.99 7.41 25.44 -0.295
```

The calculated total energy is -150773.6358 eV. The total charge is +4. For the largest force on an atom, the calculation gives 3.533 eV/A. The value obtained for the HOMO-LUMO gap is 0.799 eV. Its HOMO energy is -10.5 eV.